Density functional theory data (ωB97M-V/def2-TZVPD) for a cluster of 2 separate species, C3H8N5 in total.

Summary:
- Energy above the lowest of the compared OMol25 structures with the same formula, charge and spin: 457.19 kJ/mol
- Total energy: -392.473287 hartree
- Lowest unoccupied orbital energy: -5.418 eV
- Total charge: +1
- Orbital gap: 8.2 eV

Bonds (Å) are listed after each position.
Positions of all 16 atoms, in Å:
1 C 1.178 0.526 0.873  C3 1.555, H9 1.108, H10 1.175, H11 1.105
2 C -0.656 2.239 1.361  C3 1.513, H12 1.039, H13 1.172, H14 1.101
3 C -0.057 1.302 0.335  C1 1.555, C2 1.513, N8 1.403, H15 1.048
4 N -0.070 -3.048 -2.058  N5 1.116, N7 1.158
5 N 0.190 -1.997 -1.789  N4 1.116
6 N -1.424 -0.474 -0.790  N8 1.140
7 N -0.298 -4.183 -2.073  N4 1.158, H16 1.106
8 N -0.986 0.395 -0.196  C3 1.403, N6 1.140
9 H 2.128 0.843 0.401  C1 1.108
10 H 1.281 -0.609 0.588  C1 1.175
11 H 1.204 0.771 1.950  C1 1.105
12 H -1.236 1.629 1.971  C2 1.039
13 H -1.499 2.988 1.043  C2 1.172
14 H 0.190 2.659 1.926  C2 1.101
15 H 0.350 1.729 -0.531  C3 1.048
16 H -0.295 -4.771 -3.010  N7 1.106